C50H42I2MnN5O2P2 | the ωB97M-V functional and the def2-TZVPD basis

XYZ file:
```
104
Properties=species:S:1:pos:R:3:forces:R:3:mulliken_spin:R:1
Mn -1.133 -0.170 -0.006 0.28 -0.47 -0.30 4.880
I -3.584 0.144 -3.989 0.00 0.05 0.06 0.001
C -3.166 -1.804 -3.393 -0.14 0.10 -0.18 0.032
C -3.749 -2.843 -4.153 0.03 0.17 0.02 -0.007
C -3.539 -4.145 -3.829 -0.02 -0.14 -0.02 0.014
I -4.475 -5.619 -4.976 0.01 0.01 0.00 0.001
C -2.699 -4.472 -2.735 0.08 0.04 0.08 -0.007
C -2.411 -5.793 -2.327 -0.06 0.00 -0.08 0.005
C -1.584 -6.020 -1.269 0.07 -0.06 0.08 -0.004
C -1.010 -4.917 -0.615 -0.01 0.18 -0.02 0.005
N -1.246 -3.673 -0.964 0.04 0.09 -0.01 -0.004
C -2.096 -3.422 -1.997 0.13 -0.09 0.17 0.017
C -2.360 -2.037 -2.303 0.03 0.19 0.29 -0.008
O -1.859 -1.065 -1.555 0.09 -0.25 -0.17 0.003
H -4.376 -2.587 -4.996 0.01 0.03 0.03 0.000
H -2.857 -6.619 -2.864 0.00 0.02 0.01 0.000
H -1.359 -7.025 -0.939 0.00 0.02 0.01 0.000
H -0.338 -5.061 0.225 0.01 0.01 -0.01 0.001
O -0.380 3.510 0.782 -0.02 0.10 -0.16 0.013
C 0.932 3.721 1.141 -0.15 -0.18 0.17 -0.035
C 1.442 4.984 1.391 0.08 0.08 -0.02 0.000
C 2.753 5.109 1.822 0.02 0.00 0.00 0.000
C 3.545 3.983 2.008 -0.04 -0.01 0.00 0.000
C 3.039 2.732 1.693 0.08 0.02 -0.01 -0.007
C 1.739 2.585 1.212 0.00 0.01 -0.22 0.060
P 1.047 0.968 0.704 0.27 0.23 0.54 -0.087
C 2.326 0.085 -0.284 -0.10 0.11 -0.05 0.006
C 1.934 -1.165 -0.588 0.01 0.03 0.05 0.050
C 3.844 -2.069 -2.076 -0.01 -0.16 0.00 0.000
C 4.567 -0.966 -2.247 0.04 0.13 -0.01 0.001
C 4.473 0.327 -1.582 0.03 -0.12 -0.09 -0.002
C 3.524 0.778 -0.754 -0.10 -0.08 0.11 -0.005
C 0.991 0.139 2.335 0.14 0.00 -0.01 -0.087
C 2.088 -0.480 2.923 0.01 -0.08 -0.03 -0.001
C 1.964 -1.091 4.161 0.00 -0.02 -0.01 0.004
C 0.740 -1.095 4.820 0.01 0.00 -0.01 0.001
C -0.358 -0.473 4.246 0.06 0.02 -0.02 0.015
C -0.227 0.149 3.011 -0.02 0.03 0.08 0.030
C -1.458 3.892 1.551 0.02 -0.09 -0.03 0.005
C -1.431 4.800 2.592 -0.05 0.02 0.06 0.000
C -2.622 5.099 3.249 0.02 0.03 0.00 0.003
C -3.815 4.506 2.877 -0.01 -0.03 -0.02 -0.002
C -3.823 3.567 1.851 -0.05 0.00 0.09 0.001
C -2.650 3.250 1.183 0.31 -0.19 0.12 0.011
P -2.500 1.935 -0.064 -0.67 0.18 -0.28 0.043
C -1.987 2.852 -1.550 0.01 0.03 -0.06 -0.067
C -2.488 4.128 -1.801 0.02 0.05 0.01 -0.001
C -2.089 4.830 -2.928 0.00 0.02 0.03 0.001
C -1.171 4.270 -3.807 0.02 -0.02 -0.02 0.000
C -0.649 3.009 -3.554 -0.06 0.05 0.00 0.006
C -1.058 2.304 -2.431 -0.05 0.10 0.00 0.041
C -4.206 1.356 -0.338 -0.06 0.13 0.04 -0.060
C -5.170 2.116 -0.999 0.06 0.06 -0.09 -0.004
C -6.451 1.623 -1.181 0.00 0.01 -0.03 0.000
C -6.786 0.360 -0.710 -0.01 -0.04 0.01 0.000
C -5.840 -0.406 -0.045 0.00 0.08 -0.04 0.014
C -4.559 0.097 0.140 -0.07 -0.01 0.01 0.016
H 0.828 5.861 1.237 -0.04 -0.04 0.03 0.000
H 3.153 6.094 2.022 0.01 -0.01 0.00 0.000
H 4.556 4.081 2.380 -0.02 0.00 -0.01 0.000
H 3.669 1.858 1.812 -0.02 0.03 0.02 0.000
H 0.147 -2.216 -0.691 0.07 -0.06 -0.01 -0.067
H 4.085 -2.911 -2.719 -0.01 0.04 0.02 0.000
H 5.349 -1.028 -2.997 -0.01 0.02 0.02 0.000
H 5.267 1.023 -1.826 -0.01 -0.02 -0.01 0.000
H 3.642 1.796 -0.413 -0.04 -0.03 -0.04 0.000
H 3.037 -0.518 2.400 -0.04 0.04 0.02 0.002
H 2.821 -1.580 4.607 -0.02 0.02 -0.01 0.001
H 0.645 -1.580 5.783 0.01 0.00 -0.02 0.000
H -1.310 -0.461 4.762 0.01 0.01 -0.02 0.000
H -1.078 0.694 2.607 -0.07 0.01 -0.08 0.019
H -0.513 5.267 2.916 0.01 -0.02 -0.04 0.000
H -2.603 5.813 4.063 -0.01 -0.02 -0.02 0.000
H -4.733 4.753 3.393 0.03 -0.01 -0.02 0.000
H -4.743 3.065 1.584 -0.01 0.01 -0.02 0.001
H -3.177 4.588 -1.100 0.02 0.00 -0.03 -0.001
H -2.487 5.820 -3.115 0.00 -0.04 0.00 0.000
H -0.859 4.819 -4.687 -0.01 -0.02 0.03 0.000
H 0.064 2.567 -4.239 -0.01 0.01 0.03 0.000
H -0.652 1.316 -2.268 0.00 -0.17 0.04 0.036
H -4.911 3.088 -1.398 -0.03 0.00 0.01 0.000
H -7.189 2.219 -1.705 0.04 -0.02 0.02 0.000
H -7.784 -0.029 -0.864 0.02 0.01 0.00 0.000
H -6.095 -1.391 0.322 0.02 0.02 0.00 0.000
H -3.839 -0.515 0.669 0.14 -0.07 0.04 0.012
C 4.859 -3.189 2.295 0.01 -0.04 -0.01 0.000
C 5.275 -3.746 0.935 -0.02 0.06 0.03 0.000
C 6.241 -2.793 0.237 -0.03 0.01 -0.03 0.000
C 4.058 -4.138 0.083 -0.04 0.08 0.05 -0.001
N 2.973 -3.146 0.024 -0.04 -0.04 0.33 0.003
C 2.675 -2.320 -1.173 0.10 -0.11 -0.07 0.007
N 0.716 -1.658 -0.031 -0.40 -0.05 0.19 0.087
N 0.975 -2.666 1.050 0.60 -0.19 -0.21 0.008
N 2.055 -3.293 0.980 -0.37 0.31 -0.26 0.001
H 5.731 -3.083 2.942 -0.01 0.01 -0.03 0.000
H 4.132 -3.830 2.797 0.03 0.02 -0.02 0.000
H 4.409 -2.199 2.175 0.02 -0.07 0.02 0.000
H 5.802 -4.689 1.107 0.01 -0.03 -0.04 0.000
H 5.820 -1.787 0.170 0.00 -0.03 -0.02 0.000
H 6.484 -3.128 -0.774 0.00 0.01 0.06 0.000
H 7.173 -2.726 0.800 -0.03 0.02 0.00 0.000
H 3.624 -5.047 0.497 -0.07 -0.02 -0.01 0.000
H 4.360 -4.358 -0.942 0.04 -0.01 0.03 0.000
H 1.958 -2.891 -1.775 -0.09 -0.01 -0.05 0.000
```
Positions in Å, forces in eV/Å.

Its expectation value of S² is 8.76. Its highest occupied orbital energy (alpha / beta) is -9.596 / -9.686 eV. As for the spin multiplicity: 6. Its LUMO energy (alpha / beta) is -2.845 / -2.866 eV. As for the net charge: +1. The energy above the lowest of the compared OMol25 structures with the same formula, charge and spin comes out at 105.6 kcal/mol. The calculation puts the HOMO-LUMO gap (alpha / beta) at 6.751 / 6.821 eV.

---

Cl3OV | the ωB97M-V functional and the def2-TZVPD basis

XYZ file:
```
5
Properties=species:S:1:pos:R:3:forces:R:3:mulliken_spin:R:1
O 12.442 -15.977 27.381 -4.97 1.00 -0.99 -0.171
V 13.881 -16.328 27.455 4.86 0.03 0.45 2.161
Cl 12.003 -16.396 30.165 -0.28 -0.30 0.66 0.003
Cl 14.273 -15.320 24.849 0.27 -0.53 0.73 0.006
Cl 15.448 -16.033 29.378 0.11 -0.21 -0.86 0.001
```
Positions in Å, forces in eV/Å.

Its expectation value of S² is 2.02. Its highest occupied orbital energy (alpha / beta) is -0.573 / -0.643 eV. As for the spin multiplicity: 3. Its LUMO energy (alpha / beta) is 6.121 / 5.937 eV. As for the net charge: -2. The calculation puts the HOMO-LUMO gap (alpha / beta) at 6.694 / 6.580 eV.

---

CH3N3O3 | the ωB97M-V functional and the def2-TZVPD basis

XYZ file:
```
10
Properties=species:S:1:pos:R:3:forces:R:3:mulliken_charge:R:1
C 0.473 -1.018 -0.975 -1.18 -0.01 0.54 0.131
N -0.706 0.580 0.724 3.49 -0.12 -2.29 -0.438
N 0.020 -0.577 0.376 0.32 0.63 -0.46 0.056
N 0.994 -0.897 1.421 -0.39 2.14 0.40 1.098
O 1.663 -1.871 1.223 0.31 -0.57 0.40 -0.615
O -0.004 -0.526 -1.974 1.11 -0.90 1.69 -0.460
O 1.021 -0.115 2.353 0.34 -1.50 -0.69 -0.534
H 1.176 -1.944 -0.819 -1.11 1.91 -0.69 0.339
H -0.645 1.412 0.126 0.07 -1.03 0.25 0.221
H -1.542 0.331 1.098 -2.95 -0.54 0.86 0.203
```
Positions in Å, forces in eV/Å.

Its structure (SMILES) is NN(C=O)[N+](=O)[O-]. Its highest occupied orbital energy is -10.347 eV. As for the spin multiplicity: 1. Its LUMO energy is 0.027 eV. As for the net charge: 0. The energy above the lowest of the compared OMol25 structures with the same formula, charge and spin comes out at 55.8 kcal/mol. The calculation puts the HOMO-LUMO gap at 10.374 eV.

---

C6H12N | the ωB97M-V functional and the def2-TZVPD basis

XYZ file:
```
19
Properties=species:S:1:pos:R:3:forces:R:3:mulliken_charge:R:1
C 2.612 -0.791 -0.062 -0.44 2.54 0.73 -0.708
C 1.918 0.277 0.347 -4.81 -0.47 -0.10 -0.089
C -0.291 -0.325 -1.389 2.12 1.10 -0.68 -0.530
C 0.145 0.510 -0.183 3.63 -1.09 -0.40 0.844
C -0.429 1.826 0.307 -2.54 -2.05 -2.79 -1.704
C -1.942 -0.805 0.618 -2.37 -1.89 -0.81 -0.695
N -0.641 -0.773 0.022 3.95 -2.33 -1.29 0.022
H 3.622 -0.889 0.300 0.10 -0.52 0.06 0.293
H 2.227 -1.387 -0.856 0.11 -0.56 -0.52 0.204
H 1.899 0.927 1.243 1.22 -0.37 -0.82 0.344
H -1.069 0.071 -2.082 0.23 -0.60 1.10 0.321
H 0.602 -0.850 -2.016 -2.45 0.80 1.98 0.144
H -1.527 1.871 -0.005 1.32 0.20 0.48 0.385
H 0.019 2.671 -0.128 0.91 0.86 -0.69 0.392
H -0.370 1.874 1.329 0.15 0.20 2.61 0.480
H -1.836 -1.486 1.462 -0.19 1.02 0.76 0.310
H -2.217 0.233 0.708 -0.60 -0.14 0.97 0.231
H -2.784 -1.374 0.051 1.76 1.16 0.14 0.306
H 0.061 -1.580 0.333 -2.09 2.14 -0.75 0.450
```
Positions in Å, forces in eV/Å.

Its structure (SMILES) is C=C[C@@]1(C)C[N@@H+]1C. Its highest occupied orbital energy is -14.673 eV. As for the spin multiplicity: 1. Its LUMO energy is -3.080 eV. As for the net charge: +1. The energy above the lowest of the compared OMol25 structures with the same formula, charge and spin comes out at 90.6 kcal/mol. The calculation puts the HOMO-LUMO gap at 11.592 eV.

---

- Look up the net charge of the third one.
  0

---

Please write out number 3 again, unchanged.
CH3N3O3 | the ωB97M-V functional and the def2-TZVPD basis

XYZ file:
```
10
Properties=species:S:1:pos:R:3:forces:R:3:mulliken_charge:R:1
C 0.473 -1.018 -0.975 -1.18 -0.01 0.54 0.131
N -0.706 0.580 0.724 3.49 -0.12 -2.29 -0.438
N 0.020 -0.577 0.376 0.32 0.63 -0.46 0.056
N 0.994 -0.897 1.421 -0.39 2.14 0.40 1.098
O 1.663 -1.871 1.223 0.31 -0.57 0.40 -0.615
O -0.004 -0.526 -1.974 1.11 -0.90 1.69 -0.460
O 1.021 -0.115 2.353 0.34 -1.50 -0.69 -0.534
H 1.176 -1.944 -0.819 -1.11 1.91 -0.69 0.339
H -0.645 1.412 0.126 0.07 -1.03 0.25 0.221
H -1.542 0.331 1.098 -2.95 -0.54 0.86 0.203
```
Positions in Å, forces in eV/Å.

Its structure (SMILES) is NN(C=O)[N+](=O)[O-]. Its highest occupied orbital energy is -10.347 eV. As for the spin multiplicity: 1. Its LUMO energy is 0.027 eV. As for the net charge: 0. The energy above the lowest of the compared OMol25 structures with the same formula, charge and spin comes out at 55.8 kcal/mol. The calculation puts the HOMO-LUMO gap at 10.374 eV.

---

- net charge of number 2 (Cl3OV)?
  -2

---

- Which value of net charge does entry 1 give?
  +1